# 1
18
Properties=species:S:1:pos:R:3 method="wB97M-V/def2-TZVPD" lumo_energy_ev=0.66 orbital_gap_ha=0.3520 largest_force_ev_per_a=2.6 smiles=C[C@@]1(O)ON(O)C1(N)N homo_ev=-8.92 total_energy_ev=-13866.3720
C 1.24 -1.30 0.85
C 0.85 -0.43 -0.34
O 1.99 0.15 -0.85
O 0.10 -1.15 -1.32
H 1.72 0.82 -1.49
H 1.57 -0.66 1.67
H 0.41 -1.93 1.16
H 2.07 -1.92 0.53
C -0.35 0.59 -0.15
N -0.75 0.79 1.19
N -0.09 1.81 -0.88
O -2.20 -0.91 -0.42
N -1.17 -0.29 -1.05
H -1.93 -1.75 0.00
H -0.73 1.92 -1.65
H -0.18 2.62 -0.28
H -1.36 1.59 1.31
H -1.19 0.05 1.72



# 2
13
Properties=species:S:1:pos:R:3 method="wB97M-V/def2-TZVPD" lumo_energy_ev=0.92 orbital_gap_ha=0.3759 largest_force_ev_per_a=5.4 smiles="C/C=C/CO" homo_ev=-9.31 total_energy_ev=-6322.3589
C 1.78 -1.18 0.02
C -1.68 0.71 0.18
O -1.72 2.03 -0.26
C -0.24 0.10 0.49
C 0.76 -0.14 -0.39
H 2.75 -0.81 0.41
H 2.04 -1.71 -0.99
H 1.17 -2.05 0.55
H -2.00 0.26 -1.00
H -2.38 0.51 0.97
H -0.91 2.52 0.00
H -0.33 -0.65 1.41
H 0.75 0.42 -1.38



# 3
50
Properties=species:S:1:pos:R:3 method="wB97M-V/def2-TZVPD" lumo_energy_ev=-9.43 total_charge=+2 orbital_gap_ha=0.0870 largest_force_ev_per_a=4.3 homo_ev=-11.80 total_energy_ev=-95034.1475
C 2.36 -2.44 0.16
C 3.44 -1.56 -0.64
O 2.69 -0.60 -1.40
C 2.85 0.71 -0.95
In 1.40 1.27 0.73
N 0.27 -0.41 1.41
C -0.77 -0.60 0.66
C -1.08 0.18 -0.66
C -1.79 -1.73 1.20
P 2.68 2.17 2.77
O 3.14 0.81 3.77
I 4.67 3.26 1.79
H 1.32 -2.11 -0.18
H 2.48 -3.54 -0.02
H 2.44 -2.19 1.29
H 4.23 -1.11 0.02
H 3.94 -2.28 -1.37
H 3.91 0.97 -0.63
H 2.57 1.39 -1.82
H 0.22 2.56 0.23
H -1.97 -0.24 -1.26
H -0.21 0.22 -1.39
H -1.35 1.29 -0.36
H -1.34 -2.78 1.00
H -2.84 -1.59 0.81
H -1.84 -1.61 2.33
H 3.43 0.07 3.16
Be -2.15 2.90 -0.36
O -3.84 -0.47 3.58
P -3.44 -1.01 4.95
O -2.60 0.05 5.69
O -2.61 -2.29 4.76
O -4.70 -1.32 5.77
N -0.33 0.89 -4.12
C -0.30 2.26 -3.98
C -1.06 2.80 -4.98
C -1.57 1.73 -5.76
C -1.10 0.56 -5.20
H 0.15 0.23 -3.52
H 0.26 2.72 -3.17
H -1.23 3.86 -5.14
H -2.20 1.80 -6.63
H -1.25 -0.47 -5.48
Ca -4.64 0.53 6.50
Na -3.29 0.84 -1.69
F -5.02 2.75 0.10
Be -2.33 -4.13 2.09
F 1.29 -2.28 -2.06
F 2.84 -1.87 2.98
Mg 4.28 -0.20 5.04



# 4
56
Properties=species:S:1:pos:R:3 method="wB97M-V/def2-TZVPD" lumo_energy_ev=0.34 orbital_gap_ha=0.3210 largest_force_ev_per_a=0.8 smiles="C=C(C)CNC(=O)[C@@H](c1cccn2ccnc12)N(CC(C)C)c1ccc(Cl)cc1" homo_ev=-8.39 total_energy_ev=-44819.7809
C -4.26 -1.11 -3.23
C -2.96 -1.05 -2.98
C -2.05 -2.24 -3.13
C -2.30 0.26 -2.66
N -1.49 0.32 -1.45
C -1.58 -0.55 -0.41
O -2.54 -1.27 -0.19
C -0.40 -0.60 0.58
C 0.86 -1.27 0.05
C 1.37 -2.33 0.74
C 2.59 -2.96 0.38
C 3.29 -2.50 -0.68
N 2.79 -1.45 -1.39
C 3.32 -0.80 -2.49
C 2.40 0.17 -2.80
N 1.35 0.15 -1.95
C 1.59 -0.83 -1.09
N -0.17 0.67 1.29
C 0.02 0.46 2.73
C -1.28 0.17 3.47
C -2.31 1.27 3.25
C -0.98 -0.02 4.95
C 0.76 1.59 0.71
C 2.13 1.47 0.91
C 3.01 2.35 0.30
C 2.51 3.35 -0.52
Cl 3.61 4.43 -1.32
C 1.14 3.51 -0.69
C 0.28 2.63 -0.07
H -4.90 -0.24 -3.12
H -4.73 -2.04 -3.53
H -1.57 -2.48 -2.18
H -2.60 -3.11 -3.46
H -1.26 -2.02 -3.85
H -1.63 0.53 -3.48
H -3.07 1.04 -2.62
H -0.53 0.62 -1.62
H -0.80 -1.28 1.33
H 0.83 -2.70 1.61
H 2.97 -3.79 0.95
H 4.24 -2.91 -1.01
H 4.25 -1.09 -2.93
H 2.46 0.88 -3.61
H 0.75 -0.34 2.93
H 0.44 1.38 3.14
H -1.71 -0.77 3.10
H -1.91 2.23 3.58
H -2.57 1.37 2.19
H -3.22 1.07 3.81
H -0.59 0.91 5.38
H -1.88 -0.28 5.50
H -0.24 -0.80 5.12
H 2.52 0.68 1.54
H 4.08 2.26 0.44
H 0.77 4.32 -1.31
H -0.79 2.73 -0.19



# 5
76
Properties=species:S:1:pos:R:3 method="wB97M-V/def2-TZVPD" lumo_energy_ev=-2.53 total_charge=+1 orbital_gap_ha=0.3197 largest_force_ev_per_a=1.8 homo_ev=-11.23 total_energy_ev=-34661.8610
C -4.32 2.50 -3.45
C -4.99 1.84 -4.69
C -4.77 0.28 -4.75
C -3.45 -0.11 -5.51
C -2.21 -0.29 -4.57
C -0.98 0.45 -5.25
C -1.07 1.99 -5.09
C -0.57 2.57 -3.72
C 0.09 1.54 -2.76
C 0.78 2.33 -1.57
C 0.20 1.82 -0.18
C -1.07 2.67 0.13
C -2.23 1.89 0.82
C -2.53 0.54 0.19
N -3.27 0.20 -0.87
C -3.16 -1.16 -0.91
N -3.76 -1.98 -1.78
N -2.38 -1.61 0.09
N -1.98 -0.53 0.78
H -3.39 1.97 -3.15
H -4.99 2.41 -2.57
H -4.05 3.56 -3.60
H -4.57 2.29 -5.61
H -6.08 2.05 -4.68
H -5.65 -0.11 -5.30
H -4.79 -0.14 -3.73
H -3.28 0.64 -6.31
H -3.69 -1.06 -6.04
H -2.37 0.12 -3.56
H -1.97 -1.37 -4.51
H -1.09 0.23 -6.33
H -0.01 0.01 -4.96
H -2.15 2.25 -5.23
H -0.54 2.49 -5.93
H -1.40 3.12 -3.23
H 0.21 3.33 -3.94
H 0.92 1.07 -3.32
H -0.62 0.79 -2.36
H 0.47 3.39 -1.70
H 1.88 2.29 -1.59
H 0.99 2.05 0.56
H 0.03 0.74 -0.22
H -0.76 3.46 0.85
H -1.45 3.22 -0.76
H -3.15 2.50 0.71
H -1.99 1.73 1.89
H -4.06 -2.91 -1.52
H -3.97 -1.63 -2.71
H -2.14 -2.57 0.31
H -1.39 -0.53 1.61
C 1.70 -1.98 4.79
C 2.64 -1.39 3.76
C 1.73 -1.21 2.56
O 0.41 -0.96 3.08
C 0.40 -1.24 4.49
H 2.03 -1.84 5.82
H 1.57 -3.05 4.61
H 3.01 -0.42 4.10
H 3.50 -2.02 3.54
H 1.68 -2.12 1.95
H 2.03 -0.38 1.92
H 0.36 -0.29 5.03
H -0.48 -1.83 4.74
C 6.74 -2.97 7.04
C 7.69 -2.38 6.01
C 6.77 -2.20 4.81
O 5.46 -1.94 5.33
C 5.45 -2.23 6.74
H 7.07 -2.83 8.07
H 6.61 -4.04 6.86
H 8.05 -1.41 6.35
H 8.55 -3.01 5.79
H 6.72 -3.11 4.20
H 7.07 -1.37 4.17
H 5.40 -1.28 7.28
H 4.56 -2.82 6.99



# 6
8
Properties=species:S:1:pos:R:3 method="wB97M-V/def2-TZVPD" lumo_energy_ev="0.07 / -0.79" orbital_gap_ha="0.3793 / 0.3130" largest_force_ev_per_a=2.5 homo_ev="-10.26 / -9.30" total_energy_ev=-15673.6726
C -0.24 0.83 0.17
C 2.53 0.00 0.07
F -0.32 0.92 -1.17
F -0.08 2.03 0.71
F 3.04 -1.20 -0.26
F 2.96 0.94 -0.75
F 2.93 0.37 1.27
H -0.95 0.19 0.84



# 7
44
Properties=species:S:1:pos:R:3 method="wB97M-V/def2-TZVPD" lumo_energy_ev=-0.03 orbital_gap_ha=0.2929 largest_force_ev_per_a=5.2 smiles="CC1=C(C(=S)Nc2ccc(Cl)c(/C=N/OC(C)(C)C)c2)CCO1" homo_ev=-8.00 total_energy_ev=-48398.3571
S -0.34 0.33 -2.72
Cl 5.23 -1.36 1.34
N 1.04 -2.33 1.47
O -2.43 4.69 -2.17
O 0.58 -3.30 2.33
C -0.27 1.72 -1.86
C -1.22 4.10 -1.91
C -1.29 2.70 -2.14
C 2.22 -1.83 1.62
C 4.29 0.75 -0.21
C 3.25 1.55 -0.80
C 1.64 -0.01 0.13
C 4.02 -0.34 0.66
C 2.67 -0.65 0.79
C 1.92 1.19 -0.61
N 0.87 2.01 -1.07
C -0.08 4.87 -1.18
C -1.20 -3.94 0.61
C -1.69 -2.68 2.80
C -0.78 -5.09 2.90
C -3.29 3.77 -2.75
C -2.58 2.39 -2.83
C -0.76 -3.81 2.10
H 2.91 -2.38 2.29
H 5.33 1.22 -0.35
H 3.54 2.37 -1.46
H 0.65 -0.17 0.28
H 0.84 2.92 -0.69
H 0.93 4.82 -1.66
H -0.01 4.56 -0.17
H -0.38 5.91 -1.24
H -2.10 -4.59 0.47
H -0.38 -4.36 0.06
H -1.46 -3.06 0.04
H -2.70 -2.81 2.44
H -1.56 -2.58 3.88
H -1.36 -1.73 2.29
H 0.11 -5.76 2.96
H -1.69 -5.76 2.53
H -0.95 -4.76 3.97
H -4.24 3.77 -2.15
H -3.62 4.01 -3.73
H -2.42 2.12 -3.86
H -3.24 1.55 -2.42



# 8
12
Properties=species:S:1:pos:R:3 method="wB97M-V/def2-TZVPD" lumo_energy_ev=1.02 orbital_gap_ha=0.3622 largest_force_ev_per_a=4.1 smiles="C[PH](C)=N" homo_ev=-8.84 total_energy_ev=-12980.8380
C -0.10 0.67 -1.54
C -0.89 -0.72 1.08
N 1.52 0.54 1.22
P 0.58 -0.20 0.27
H -0.97 0.98 -0.97
H 0.35 1.61 -1.92
H -0.23 0.11 -2.43
H -1.39 0.16 1.42
H -1.44 -1.39 0.43
H -0.61 -1.43 1.93
H 2.15 1.16 0.64
H 1.02 -1.49 -0.13